Record 1
Computed, not measured: a cluster of 4 separate species, C21H36O12 in total, with ωB97M-V with the def2-TZVPD basis set.

Geometry as XYZ:
```
69
Properties=species:S:1:pos:R:3:forces:R:3:mulliken_charge:R:1
O -1.256 0.754 -5.733 0.003 0.036 0.000 -0.2889
O -2.049 0.988 4.351 0.029 0.008 0.037 -0.2422
O -3.602 -0.471 3.604 -0.023 -0.007 0.055 -0.5623
O 0.667 -0.062 -5.199 -0.001 0.096 0.055 -0.2181
O -0.151 -0.480 -7.266 0.010 -0.005 -0.059 -0.5669
O -0.091 -2.686 0.476 0.050 0.103 -0.033 -0.3508
O 0.614 4.801 5.563 0.347 -0.279 -0.128 -0.5203
O 1.145 -3.949 1.881 0.085 0.052 0.032 -0.5612
O 2.655 4.344 4.706 0.198 0.189 -0.192 -0.3134
O 1.018 -4.344 -0.343 -0.021 0.066 -0.026 -0.3674
O -3.385 1.626 2.783 0.034 0.047 0.093 -0.3310
O 4.228 3.558 3.281 -0.312 -0.105 0.209 -0.5172
C 1.851 -5.506 -0.185 0.202 -0.182 -0.035 -0.1953
C 1.802 0.884 -0.077 0.473 0.223 -0.201 -0.0861
C -1.632 0.005 5.305 0.078 -0.028 0.075 -0.6784
C 3.125 3.482 3.728 0.265 0.262 0.048 0.0368
C 2.086 1.996 0.927 -0.297 -0.083 0.253 -0.7025
C 0.089 1.917 -1.653 0.168 0.098 -0.277 -1.2050
C -0.232 0.024 -6.177 -0.047 -0.070 0.095 0.6841
C 2.222 1.461 2.369 0.078 0.128 -0.121 0.1964
C 2.800 -0.032 -6.403 -0.085 0.118 -0.031 -1.1495
C -4.498 1.402 1.898 -0.181 -0.002 -0.222 -0.2026
C 0.946 2.922 4.067 0.297 -0.370 -0.292 -0.2836
C 1.855 -0.808 -5.511 0.209 -0.127 -0.007 -0.2190
C -3.078 0.612 3.585 0.117 -0.013 -0.174 0.7561
C 2.024 2.542 3.374 -0.233 -0.088 0.105 0.0422
C -5.826 1.524 2.612 0.059 0.015 0.150 -1.1228
C 1.081 -6.689 0.359 -0.140 0.076 0.032 -1.0962
C -2.298 0.953 -6.693 -0.091 0.045 -0.003 -0.6697
C 1.305 4.106 4.882 -0.458 0.116 0.156 0.2200
C 0.741 -3.685 0.778 -0.181 -0.132 -0.014 0.6735
C 1.531 1.439 -1.481 -0.437 0.036 0.255 -0.2073
C -0.521 -1.923 1.603 -0.131 0.153 0.121 -0.7915
H 1.575 -1.764 -5.951 -0.047 0.043 -0.065 0.3433
H -0.034 2.465 4.054 -0.053 0.174 0.061 0.8115
H 2.215 -5.715 -1.189 -0.025 0.059 -0.025 0.2845
H -2.663 0.000 -7.070 0.035 -0.016 -0.027 0.3015
H -1.939 1.562 -7.520 0.012 -0.043 -0.030 0.2977
H -1.102 -1.092 1.211 0.003 -0.046 -0.110 0.2990
H -0.195 2.606 -0.855 -0.105 -0.052 0.027 0.3645
H 2.315 -0.997 -4.543 -0.065 0.012 0.037 0.2977
H -0.018 2.450 -2.600 -0.046 -0.006 0.045 0.3597
H -2.410 -0.155 6.048 -0.019 -0.035 -0.027 0.3036
H 3.223 1.040 2.493 -0.067 -0.060 0.054 0.4314
H 0.721 -6.493 1.368 0.046 0.013 0.016 0.3171
H 2.671 0.220 -0.117 -0.078 -0.096 0.092 0.3415
H -6.640 1.427 1.894 0.001 0.007 -0.021 0.3740
H 0.330 -1.541 2.165 0.035 -0.076 0.014 0.2574
H -0.744 0.410 5.782 -0.008 0.045 -0.012 0.2248
H 1.263 2.717 0.909 0.042 0.023 -0.054 0.3982
H 2.355 0.153 -7.379 -0.010 -0.048 -0.006 0.3176
H 2.998 2.528 0.653 -0.013 0.068 -0.013 0.3457
H 1.494 0.667 2.543 -0.039 0.041 -0.004 -0.2533
H 0.950 0.302 0.273 -0.104 -0.168 -0.055 -0.0356
H -5.940 0.748 3.367 0.011 -0.039 -0.032 0.3095
H 3.720 -0.598 -6.547 0.011 -0.012 0.020 0.3717
H -4.385 0.430 1.418 0.010 -0.035 0.079 0.2853
H -4.398 2.174 1.139 0.067 0.020 0.026 0.3297
H -1.152 -2.526 2.255 0.047 -0.026 0.034 0.5128
H 1.729 0.674 -2.234 0.143 0.063 -0.036 0.0336
H -1.396 -0.937 4.814 -0.039 -0.014 -0.014 0.2662
H 2.194 2.292 -1.651 0.155 -0.162 -0.132 0.3352
H 2.703 -5.255 0.445 -0.053 0.023 0.057 0.3165
H -0.608 1.078 -1.686 -0.011 -0.002 0.165 0.2523
H 1.725 -7.567 0.388 0.016 -0.004 -0.016 0.3566
H 0.222 -6.908 -0.277 0.032 -0.028 -0.027 0.2934
H -3.091 1.474 -6.166 0.032 0.009 0.038 0.2072
H -5.906 2.496 3.100 -0.018 0.016 -0.044 0.2971
H 3.049 0.927 -5.949 0.038 -0.026 0.027 0.2907
```
Forces are in eV/Å.

SMILES: CCCCCC1=CC(=O)OC1=O.CCOC(=O)OC.CCOC(=O)OC.CCOC(=O)OC
Energy above the lowest of the compared OMol25 structures with the same formula, charge and spin in kJ/mol: 0.0



Record 2
Computed, not measured: a structure of composition C37H41F3MnN3P2SSi2 in a non-equilibrium geometry, with ωB97M-V with the def2-TZVPD basis set.

Geometry as XYZ:
```
90
Properties=species:S:1:pos:R:3:forces:R:3:lowdin_spin:R:1
Mn -0.937 0.206 0.961 0.039 0.380 -0.189 3.9173
S -1.896 0.827 3.048 -0.643 -0.281 -0.108 0.0026
P 1.051 1.644 0.230 0.343 0.113 0.265 0.0068
P -0.128 -0.444 -1.502 -0.202 -0.230 -0.131 0.0064
Si 1.763 -0.210 2.748 0.034 0.039 0.002 0.0000
Si -1.388 -3.013 -0.299 0.050 -0.030 -0.056 0.0140
F -4.411 -0.663 4.763 -0.081 0.139 -0.030 0.0004
F -4.582 1.492 4.597 -0.034 -0.093 -0.058 -0.0008
F -6.314 0.240 4.245 0.227 0.007 0.030 0.0000
N 0.899 0.621 1.494 0.297 0.175 -0.040 -0.0303
N -3.034 0.230 0.827 -0.263 0.055 -0.390 0.0043
N -0.746 -1.413 -0.366 -0.073 -0.299 -0.021 0.0722
C 5.057 2.401 0.265 -0.009 -0.016 -0.051 0.0002
C 1.939 -0.900 -3.376 -0.019 0.020 -0.041 0.0013
C -2.982 0.477 -4.263 -0.010 0.042 0.014 -0.0001
C -4.977 0.332 4.055 -0.049 -0.044 0.058 -0.0004
C 4.461 1.885 -2.008 0.011 -0.001 -0.024 0.0001
C -3.971 -0.132 -0.052 0.081 0.000 0.097 0.0070
C 1.790 0.795 4.332 -0.004 -0.051 -0.020 -0.0013
C -3.342 0.432 2.112 0.821 -0.004 0.971 0.0171
C 3.571 -2.111 -1.484 -0.003 0.004 -0.025 -0.0001
C -2.055 -1.646 -4.908 -0.016 0.034 0.026 -0.0002
C 3.217 -1.312 -3.724 0.017 -0.016 0.024 0.0002
C 0.883 -1.834 3.043 0.016 0.035 -0.047 0.0044
C -2.969 -0.619 -5.113 0.014 -0.036 -0.024 0.0006
C 2.776 1.853 -0.288 0.013 -0.033 -0.076 0.0040
C -0.121 1.135 -0.863 -0.235 -0.151 0.152 -0.0563
C -2.779 -3.340 -1.536 0.025 0.048 -0.012 0.0021
C -0.053 -4.301 -0.601 -0.043 0.035 0.000 0.0033
C 0.635 3.313 0.799 0.002 0.014 0.036 0.0025
C -5.280 -0.316 0.335 -0.018 -0.042 -0.074 0.0008
C -2.086 0.551 -3.205 0.030 -0.032 -0.013 0.0004
C 0.335 4.301 -0.136 0.024 -0.049 -0.022 0.0001
C 3.140 1.706 -1.620 -0.074 -0.004 -0.002 -0.0011
C 1.466 -1.092 -2.080 0.074 -0.005 0.022 0.0032
C -2.092 -3.277 1.418 -0.025 0.015 0.030 0.0022
C 3.739 2.222 0.649 -0.035 0.024 0.055 -0.0005
C 0.042 5.587 0.282 -0.009 0.036 -0.035 0.0000
C -5.606 -0.151 1.678 -0.020 0.058 0.033 0.0079
C 5.419 2.224 -1.066 0.017 0.006 0.045 -0.0004
C 0.042 5.896 1.637 0.001 -0.001 0.051 0.0005
C 0.625 3.624 2.153 -0.026 0.008 0.024 0.0012
C -4.640 0.223 2.595 -0.157 0.019 -0.427 0.0006
C -1.181 -0.484 -2.982 0.019 0.047 -0.035 0.0006
C 0.329 4.915 2.574 -0.003 -0.004 -0.060 0.0001
C -1.169 -1.578 -3.845 -0.025 -0.064 -0.009 0.0010
C 2.290 -1.705 -1.140 -0.016 -0.003 0.019 0.0016
C 4.035 -1.913 -2.777 0.006 -0.004 0.000 0.0010
C 3.537 -0.606 2.257 -0.046 0.016 0.026 -0.0012
H 3.831 -1.538 2.749 0.015 0.014 0.002 -0.0002
H 1.386 -2.405 3.829 0.012 0.008 -0.002 0.0005
H 0.745 -4.233 0.142 -0.016 0.001 -0.001 0.0000
H 2.267 0.227 5.135 -0.003 -0.007 -0.011 -0.0002
H 5.801 2.683 0.999 0.003 -0.001 0.001 0.0001
H 3.654 -0.740 1.181 -0.022 -0.010 -0.008 0.0001
H -3.512 -4.019 -1.092 0.010 -0.004 -0.001 0.0002
H 0.313 5.147 3.631 -0.001 0.000 0.003 0.0000
H 1.915 -1.862 -0.135 -0.001 0.005 0.003 0.0003
H -0.464 -2.386 -3.685 -0.008 0.006 0.013 0.0001
H -3.685 1.284 -4.431 0.002 -0.004 0.000 0.0000
H -0.195 6.352 -0.447 0.001 -0.003 0.002 0.0000
H -0.193 6.902 1.962 0.000 -0.001 -0.004 0.0000
H 0.314 4.045 -1.189 -0.001 0.019 0.004 -0.0002
H 3.576 -1.163 -4.735 -0.002 0.001 -0.001 0.0000
H 2.350 1.726 4.214 0.000 -0.007 -0.012 0.0000
H -0.156 -1.694 3.345 0.008 0.021 0.004 0.0018
H -2.037 -2.500 -5.572 -0.004 0.001 -0.004 0.0000
H -2.728 -2.447 1.739 0.000 0.009 -0.014 0.0009
H 6.450 2.361 -1.367 -0.003 0.003 -0.002 0.0000
H 5.034 -2.230 -3.047 -0.001 0.001 0.000 0.0001
H -2.062 1.408 -2.541 -0.012 0.007 -0.009 0.0002
H 4.206 -2.583 -0.744 -0.003 0.003 0.002 0.0000
H 0.895 -2.436 2.129 -0.011 0.002 0.031 0.0001
H -3.664 -0.672 -5.941 0.001 0.003 0.003 0.0001
H 0.820 2.847 2.881 0.000 0.002 -0.006 0.0001
H 4.241 0.167 2.568 -0.013 -0.001 0.007 0.0001
H -6.024 -0.608 -0.390 -0.015 0.007 0.012 0.0000
H -0.473 -5.310 -0.552 0.004 0.002 0.002 0.0005
H -6.620 -0.321 2.013 -0.006 -0.005 -0.002 0.0004
H 2.383 1.451 -2.350 0.036 0.026 0.014 -0.0010
H 0.778 1.046 4.660 -0.001 -0.004 -0.005 0.0000
H 4.739 1.757 -3.046 -0.006 0.000 0.001 0.0001
H 1.310 -0.421 -4.117 0.008 0.002 0.008 0.0001
H 0.405 -4.178 -1.587 -0.006 0.004 0.002 0.0000
H 3.456 2.377 1.685 -0.004 -0.001 -0.010 -0.0002
H -3.305 -2.431 -1.835 0.012 -0.024 0.020 0.0001
H -1.305 -3.400 2.165 -0.017 0.021 -0.007 0.0000
H -2.409 -3.811 -2.448 0.010 0.018 -0.005 0.0000
H -3.635 -0.285 -1.071 -0.007 0.024 0.017 0.0002
H -2.708 -4.180 1.435 0.021 -0.015 -0.005 0.0001
```
Forces are in eV/Å.

Spin multiplicity: 5
<S²>: 6.1423
Energy above the lowest of the compared OMol25 structures with the same formula, charge and spin in kJ/mol: 40.7



Calculated total energy values, unit hartree, following the record order: -1724.71797 -4709.48070.